{"formula": "C5H10N2O", "method": "the ωB97M-V functional and the def2-TZVPD basis", "orbital_gap_ev": 10.0, "lumo_ev": 0.83, "smiles": "Cc1c[nH]cn1.CO", "charge": 0, "e_homo_ev": -9.13, "de_lowest_ev": 2.286, "species": ["C", "O", "H", "H", "H", "H", "C", "C", "C", "C", "N", "N", "H", "H", "H", "H", "H", "H"], "xyz": [[-1.073390, 2.744981, -0.003370], [-2.309562, 1.934912, -0.159651], [-2.137128, 1.036051, -0.416941], [-0.263322, 2.034550, -0.191541], [-0.901386, 3.277130, 0.925025], [-1.281514, 3.584195, -0.649094], [-1.020448, -2.203188, -0.650406], [0.331490, -0.855766, 1.073696], [0.204100, -1.452759, -0.112095], [2.079566, -0.158936, -0.305546], [1.502628, -0.002587, 1.040641], [1.227967, -0.909001, -0.954786], [-0.138352, -1.048757, 2.033543], [1.915043, 0.575852, 1.724208], [-0.632220, -3.077848, -1.196713], [-1.808760, -1.669683, -1.217347], [3.035643, 0.234432, -0.540674], [-1.553597, -2.490081, 0.192069]], "atomic_forces_ev_per_a": [[-1.5, -1.4, -0.8], [0.2, 1.6, 1.2], [0.7, -0.3, 0.0], [0.3, 0.9, -0.4], [-0.5, -0.8, 1.0], [0.8, 0.0, -1.0], [1.9, 0.2, -0.8], [2.4, 1.7, 2.1], [0.1, 2.4, -2.5], [-4.9, -1.3, 3.7], [-0.2, -2.1, -3.3], [0.7, -1.2, -0.9], [-0.2, 0.3, -0.3], [0.1, 0.3, 1.1], [-0.6, 0.3, 0.0], [1.1, 0.2, -0.2], [0.4, 0.4, -0.5], [-0.9, -1.1, 1.7]]}

---

{"formula": "C2H8OS", "method": "the ωB97M-V functional and the def2-TZVPD basis", "orbital_gap_ev": 9.0, "lumo_ev": 0.65, "smiles": "CSC.O", "charge": 0, "e_homo_ev": -8.34, "de_lowest_ev": 0.811, "species": ["C", "S", "C", "H", "H", "H", "H", "H", "H", "H", "H", "O"], "xyz": [[-0.523489, 0.744822, -1.109420], [0.965165, -0.113855, -1.574564], [1.760806, -0.725909, -0.061701], [-0.290557, 1.443152, -0.350784], [-1.318102, 0.035377, -0.933649], [-0.890353, 1.287751, -2.050474], [2.867085, -0.744667, -0.292674], [1.596866, -0.120915, 0.864611], [1.282803, -1.627492, 0.441423], [-1.487709, 0.623473, 1.894080], [-2.407586, -0.453452, 1.353477], [-1.554929, -0.348284, 1.819675]], "atomic_forces_ev_per_a": [[-0.8, -0.1, -2.4], [0.9, -0.4, -0.4], [-0.5, -0.1, 1.9], [-0.3, 0.7, 0.9], [-0.2, 0.0, 0.8], [0.9, -0.5, 1.3], [-1.4, -0.5, 0.4], [0.4, 0.7, -1.1], [1.0, 0.2, -1.6], [0.1, -0.7, 0.0], [0.6, -0.1, 0.3], [-0.7, 0.8, -0.3]]}

---

{"formula": "C4H6O", "method": "the ωB97M-V functional and the def2-TZVPD basis", "orbital_gap_ev": 10.2, "lumo_ev": 0.18, "charge": 0, "e_homo_ev": -10.05, "de_lowest_ev": 3.775, "species": ["C", "O", "C", "C", "C", "H", "H", "H", "H", "H", "H"], "xyz": [[-0.195175, -1.345582, 0.343524], [-1.134127, -0.330937, 0.227738], [-0.624004, 0.768087, -0.475695], [0.768158, 1.116766, 0.029639], [1.635069, 0.369955, 0.668958], [-0.599748, -2.134292, 0.977544], [0.139829, -1.732596, -0.629411], [-1.320800, 1.598601, -0.327369], [-0.571052, 0.550996, -1.555870], [1.164613, 2.117631, -0.146764], [0.737239, -0.978633, 0.887702]], "atomic_forces_ev_per_a": [[0.1, -0.2, 0.0], [0.0, 0.0, 0.1], [0.0, 0.1, -0.1], [0.3, -0.2, 0.2], [-0.3, 0.4, -0.3], [0.0, 0.0, -0.1], [-0.1, 0.0, 0.1], [0.2, -0.1, 0.0], [0.0, 0.0, 0.2], [0.0, 0.0, 0.0], [-0.1, -0.1, 0.0]]}

---

{"formula": "C4H8N2S", "method": "the ωB97M-V functional and the def2-TZVPD basis", "orbital_gap_ev": 9.2, "lumo_ev": -0.13, "smiles": "[H]/N=C(/C#N)CC.S", "charge": 0, "e_homo_ev": -9.29, "de_lowest_ev": 2.285, "species": ["C", "C", "C", "C", "N", "N", "S", "H", "H", "H", "H", "H", "H", "H", "H"], "xyz": [[-0.365985, 1.449000, 1.377644], [2.109509, -0.353315, -0.856602], [1.469869, -0.151034, 0.476862], [0.039230, 0.340372, 0.490386], [-0.505193, 2.514928, 1.814585], [-0.861338, -0.069452, -0.282749], [-4.184161, -0.775722, -0.233223], [1.582948, -1.093931, -1.475610], [2.174211, 0.640226, -1.376968], [3.112770, -0.860455, -0.646511], [1.939394, 0.543533, 1.144716], [1.597924, -1.108855, 0.932549], [-4.707530, 0.437261, -0.544697], [-0.499585, -0.921534, -0.783470], [-2.902066, -0.591023, -0.036909]], "atomic_forces_ev_per_a": [[0.8, 1.5, -0.4], [1.3, 0.4, -0.7], [-0.7, 0.3, 1.1], [-0.2, -0.3, 0.0], [-0.1, -1.5, -0.1], [-0.2, -1.7, -0.6], [-1.8, -0.9, -0.1], [-0.1, 0.4, 0.1], [0.4, -1.2, 0.1], [-1.1, 1.2, -0.6], [1.1, 0.4, 0.0], [-0.6, -0.7, 1.0], [0.9, -0.2, 0.2], [-0.4, 1.2, 0.0], [0.7, 1.0, -0.1]]}

---

{"formula": "C42H35BBrF4GeN3O3Pt", "method": "the ωB97M-V functional and the def2-TZVPD basis", "orbital_gap_ev": [6.7, 3.8], "lumo_ev": [-0.99, -3.95], "multiplicity": 3, "charge": 0, "e_homo_ev": [-7.71, -7.71], "s2": 2.0304, "de_lowest_ev": 0.000, "species": ["Pt", "C", "C", "C", "C", "C", "N", "C", "O", "N", "C", "C", "C", "C", "N", "C", "C", "C", "H", "H", "H", "H", "H", "H", "H", "H", "H", "H", "H", "H", "H", "Br", "C", "C", "C", "C", "C", "C", "C", "O", "O", "H", "H", "H", "H", "Ge", "C", "C", "C", "C", "C", "C", "C", "C", "C", "C", "C", "C", "H", "H", "H", "H", "H", "H", "H", "H", "H", "H", "H", "C", "C", "C", "C", "C", "C", "C", "C", "C", "C", "H", "H", "H", "H", "H", "H", "H", "F", "B", "F", "F", "F"], "xyz": [[-0.177703, 0.714651, -0.014160], [5.731356, -3.248579, -1.776589], [4.253799, -3.508354, -1.798695], [3.508952, -3.408808, -2.965120], [2.151201, -3.683804, -2.990120], [1.495557, -4.077170, -1.823804], [0.149453, -4.478870, -1.774934], [-0.831994, -4.455944, -2.724405], [-1.667096, -5.327363, -2.830724], [-0.818687, -3.391848, -3.640862], [-0.776856, -2.026629, -3.381195], [-0.845727, -1.152179, -4.464241], [-0.883034, 0.210035, -4.244941], [-0.850797, 0.679468, -2.950388], [-0.780491, -0.145864, -1.905658], [-0.737363, -1.467896, -2.095619], [2.238352, -4.189314, -0.645900], [3.588625, -3.901829, -0.640383], [6.073226, -2.835174, -2.723509], [6.279244, -4.171837, -1.572555], [5.970134, -2.531372, -0.991622], [4.006240, -3.119542, -3.883127], [1.615364, -3.633033, -3.925881], [-0.127985, -4.973925, -0.941597], [-1.318965, -3.633032, -4.481776], [-0.874957, -1.547164, -5.472356], [-0.949720, 0.901846, -5.071994], [-0.904208, 1.740085, -2.737130], [-0.729334, -2.093674, -1.214351], [1.741980, -4.504705, 0.262810], [4.148995, -3.996325, 0.283812], [3.684271, 6.197309, 1.677654], [3.503562, 4.488448, 0.876596], [2.608084, 4.327681, -0.166419], [2.416910, 3.060497, -0.698684], [3.129853, 1.977449, -0.201359], [4.085010, 2.175602, 0.786808], [4.266165, 3.431651, 1.344745], [2.920371, 0.578957, -0.745650], [3.914077, -0.070197, -1.019637], [1.704094, 0.160840, -0.936826], [2.060677, 5.179770, -0.547232], [1.731427, 2.925513, -1.527746], [4.678748, 1.330873, 1.111001], [4.996973, 3.590953, 2.126129], [-2.397987, 0.523122, 0.975267], [-3.606073, -0.224377, -0.407304], [-4.181128, 0.648511, -1.332314], [-5.132994, 0.203588, -2.236232], [-5.505491, -1.133706, -2.240794], [-4.918035, -2.015498, -1.346216], [-3.975540, -1.566383, -0.430703], [-3.144745, 2.311865, 1.423393], [-3.719208, 2.475436, 2.680569], [-4.400277, 3.640732, 3.008158], [-4.506462, 4.665644, 2.079886], [-3.892091, 4.541483, 0.841148], [-3.208839, 3.377569, 0.524106], [-2.486907, -0.239391, 2.285003], [-3.906622, 1.693695, -1.331557], [-5.586511, 0.904747, -2.925897], [-6.263151, -1.480678, -2.932010], [-5.195360, -3.061853, -1.355600], [-3.534195, -2.265641, 0.267571], [-3.638353, 1.675635, 3.408764], [-4.852515, 3.746198, 3.986108], [-5.067501, 5.558743, 2.323184], [-3.954184, 5.348440, 0.121371], [-2.721210, 3.298624, -0.443133], [2.425219, -0.231662, 4.738065], [2.197289, -0.887847, 3.528089], [1.491335, -0.259182, 2.521174], [1.008195, 1.051158, 2.690758], [0.258273, 1.710183, 1.661229], [-0.136560, 3.045217, 1.874149], [0.155552, 3.712913, 3.052883], [0.843396, 3.069218, 4.064820], [1.282682, 1.733368, 3.905531], [1.975839, 1.057952, 4.924698], [2.948650, -0.740593, 5.536342], [2.551294, -1.900429, 3.389961], [1.309047, -0.778248, 1.587494], [-0.678656, 3.578421, 1.106717], [-0.159301, 4.741330, 3.167736], [1.059458, 3.582924, 4.993815], [2.130664, 1.564236, 5.870343], [-0.777124, -1.692582, 1.040942], [-1.258131, -2.988749, 1.524002], [-2.246001, -2.739081, 2.463081], [-1.782910, -3.669680, 0.414178], [-0.180619, -3.682573, 2.058854]], "atomic_forces_ev_per_a": [[-0.3, 0.7, -0.3], [-0.1, 0.1, 0.1], [-0.1, -0.1, 0.0], [0.1, 0.1, 0.1], [-0.3, -0.1, 0.1], [0.4, 0.1, -0.2], [-0.3, 0.3, 0.2], [0.0, -0.2, -0.1], [-0.1, 0.1, 0.1], [0.1, 0.0, -0.1], [-0.1, 0.2, 0.2], [0.1, 0.0, 0.1], [-0.1, 0.0, 0.0], [-0.1, 0.2, 0.0], [0.5, -0.4, 0.2], [-0.2, -0.2, -0.2], [-0.2, 0.1, -0.1], [0.1, 0.0, -0.1], [0.0, 0.0, 0.0], [0.0, 0.1, 0.0], [0.1, 0.0, 0.0], [0.0, 0.0, 0.0], [0.0, 0.0, 0.0], [-0.1, -0.1, 0.0], [-0.1, -0.1, 0.0], [0.0, 0.0, 0.0], [0.0, 0.0, 0.0], [0.1, 0.0, 0.0], [0.1, 0.0, 0.1], [0.0, 0.0, 0.1], [0.0, 0.0, 0.0], [0.0, 0.0, 0.0], [0.0, 0.1, 0.0], [-0.1, 0.0, 0.0], [0.0, 0.1, 0.1], [-0.3, -0.2, -0.1], [-0.1, 0.0, 0.0], [0.0, 0.0, 0.0], [0.3, 0.0, -0.2], [-0.1, -0.1, 0.1], [-0.1, 0.2, 0.4], [0.0, 0.0, 0.0], [-0.1, -0.1, 0.1], [0.0, 0.0, 0.0], [0.0, 0.0, 0.0], [-1.0, 0.2, -0.2], [0.3, 0.3, 0.3], [0.0, -0.1, 0.0], [0.1, 0.0, 0.0], [0.0, 0.0, 0.0], [0.0, -0.1, 0.0], [0.1, 0.0, 0.2], [0.3, -0.2, -0.2], [0.0, -0.1, 0.0], [0.0, 0.0, 0.0], [0.0, 0.0, 0.1], [0.0, 0.0, 0.0], [0.0, 0.0, 0.0], [0.2, 0.0, 0.1], [0.0, 0.1, 0.0], [0.0, 0.0, 0.0], [0.0, 0.0, 0.0], [0.0, 0.0, 0.0], [-0.1, 0.0, 0.0], [-0.1, 0.0, 0.0], [0.0, 0.0, 0.0], [0.0, 0.0, 0.0], [0.0, 0.0, 0.0], [0.0, 0.0, 0.0], [0.0, -0.3, -0.2], [0.1, 0.0, 0.5], [-0.3, 0.4, -0.3], [0.1, 0.0, 0.2], [0.4, -1.3, -0.5], [0.1, 0.6, 0.2], [-0.2, 0.1, -0.6], [0.2, -0.3, 0.3], [0.0, -0.2, 0.0], [-0.2, 0.4, 0.1], [0.0, 0.0, 0.0], [0.0, 0.0, -0.1], [0.0, -0.1, 0.1], [0.0, 0.0, 0.0], [0.0, 0.0, 0.1], [0.0, 0.0, 0.0], [0.1, 0.0, 0.0], [0.2, 0.0, -0.2], [0.0, -0.2, 0.0], [0.0, 0.0, 0.0], [0.1, 0.0, 0.0], [0.1, 0.1, 0.0]]}

---

{"formula": "C8H15ClCrNO6", "method": "the ωB97M-V functional and the def2-TZVPD basis", "orbital_gap_ev": [7.0, 8.0], "lumo_ev": [-6.29, -5.32], "multiplicity": 5, "charge": 1, "e_homo_ev": [-13.29, -13.29], "s2": 6.0521, "de_lowest_ev": 1.070, "species": ["Cr", "Cl", "C", "C", "N", "H", "H", "H", "C", "O", "C", "O", "O", "C", "H", "H", "H", "H", "H", "H", "C", "O", "C", "O", "O", "C", "H", "H", "H", "H", "H", "H"], "xyz": [[0.725966, -1.810152, -0.052403], [0.266696, -0.364562, -2.141403], [-0.119474, -0.327552, -5.605483], [-1.393124, -0.628042, -6.302863], [-2.373714, -0.929422, -6.813393], [-0.429324, 0.383378, -4.839533], [0.538836, 0.097758, -6.363013], [0.348256, -1.200602, -5.150403], [-2.162624, 1.118778, 0.131837], [-2.431174, 0.524278, 1.419587], [-1.942374, -0.711412, 1.714617], [-1.368304, -1.326612, 0.856847], [-2.315434, -1.060472, 2.944337], [-2.115234, -2.403332, 3.458767], [-2.941384, 1.832318, -0.137423], [-2.125094, 0.372558, -0.661793], [-1.228334, 1.671848, 0.228367], [-1.137174, -2.454292, 3.937187], [-2.230384, -3.209072, 2.733767], [-2.870204, -2.535112, 4.233857], [2.919616, 1.698598, -0.841883], [2.889236, 1.701408, 0.545407], [2.106426, 0.930808, 1.249537], [1.380446, 0.033778, 0.775817], [2.394896, 1.252628, 2.563407], [1.821676, 0.639218, 3.710857], [1.937256, 1.504428, -1.272443], [3.610316, 0.955538, -1.240493], [3.292646, 2.629788, -1.268303], [1.263496, 1.431148, 4.210267], [2.550206, 0.365578, 4.474047], [1.137396, -0.183192, 3.502307]], "atomic_forces_ev_per_a": [[-1.3, 3.1, -1.5], [0.5, -1.7, 1.7], [-1.1, 0.2, -0.7], [0.7, -0.7, 0.4], [-0.2, 0.1, -0.1], [0.7, 0.1, 0.0], [0.2, 0.2, 0.4], [-0.3, 0.0, -0.1], [0.4, -0.1, -0.2], [0.0, -1.2, 1.3], [-2.4, 3.0, 0.2], [2.2, -2.4, -0.6], [0.4, 0.0, -1.1], [0.2, 0.1, 0.3], [-0.2, -0.2, 0.6], [0.2, 0.0, 0.2], [0.1, -0.2, -0.3], [0.0, 0.0, -0.1], [0.0, 0.4, -0.3], [0.0, 0.2, -0.2], [-0.3, -0.5, -2.6], [-0.3, 0.4, 1.7], [1.6, -0.1, 1.4], [0.5, 0.2, 1.3], [-0.5, -0.9, -2.6], [-1.2, 0.4, 0.8], [0.0, 0.0, 0.1], [0.0, -0.4, 0.4], [-0.1, 0.3, 0.8], [-0.3, 0.0, -0.2], [0.5, -0.3, -0.7], [0.2, 0.0, -0.3]]}

---

Number 1: calculated total energy -381.20143 Ha. Number 2: calculated total energy -554.38804 Ha. Number 3: calculated total energy -231.08499 Ha. Number 4: calculated total energy -664.84879 Ha. Number 5: calculated total energy -7206.24430 Ha. Number 6: calculated total energy -2324.40458 Ha.